Density functional theory data (ωB97M-V with the def2-TZVPD basis set) for C22H22AlF24O4 as an isolated structure at a distorted geometry.

E_HOMO, eV: -4.97
Orbital gap, eV: 6.63
E_tot, Ha: -3791.7070
Maximum force, Eh/bohr: 0.04507

The geometry in ORCA input format:
```
! RIJCOSX wB97M-V def2-TZVPD def2/J DEFGRID3
* xyz -1 1
Al 3.8639 -4.9273 5.5144
C 3.3192 -3.0665 4.8112
O 1.9035 -2.8399 4.4190
C 0.9944 -3.6928 5.0053
C 0.6318 -3.5249 6.3007
C -0.2783 -4.3662 6.8640
C -0.8152 -5.3551 6.1056
C -0.4752 -5.5168 4.8004
C 0.4478 -4.6771 4.2447
H 5.4789 -5.0415 5.6270
H 3.2688 -5.1861 7.0072
H 3.3430 -6.1302 4.5582
H 3.8982 -2.8812 3.9060
H 3.5349 -2.3343 5.5937
H 1.1231 -2.7261 6.8425
H -0.5421 -4.2410 7.9056
H -1.5308 -6.0385 6.5566
H -0.8908 -6.3116 4.1962
H 0.7785 -4.7607 3.2202
C 1.6679 -0.0300 0.5434
C 2.3217 0.2919 1.8976
C 1.5026 0.0213 3.1587
F 0.3764 0.7790 3.1982
F 2.2399 0.3534 4.2412
F 2.7732 1.5734 1.8841
F 3.4156 -0.5082 1.9799
O 1.0947 1.0444 -0.2101
C -0.2023 1.4652 -0.0335
C -0.2738 2.9185 0.4444
F 0.3636 3.0876 1.6139
F -1.5767 3.2648 0.6229
F -0.9106 0.6392 0.7556
F -0.7938 1.4353 -1.2587
H 2.4882 -0.3591 -0.0882
H 0.9918 -0.8818 0.6106
H 1.2351 -1.0371 3.2380
H 0.1731 3.5850 -0.2970
C 1.4487 -2.0684 -3.8904
C 2.6473 -1.6325 -3.0274
C 2.9793 -0.1391 -2.9680
F 3.3225 0.3530 -4.1748
F 4.0372 0.0388 -2.1399
F 3.7377 -2.3510 -3.3692
F 2.3275 -1.9763 -1.7454
O 1.7003 -2.6043 -5.1850
C 1.8041 -1.8130 -6.3092
C 3.1893 -1.9116 -6.9560
F 4.1560 -1.5343 -6.0994
F 3.2365 -1.0904 -8.0328
F 1.4480 -0.5351 -6.0711
F 0.9206 -2.2995 -7.2147
H 1.0222 -2.9132 -3.3505
H 0.6666 -1.3090 -3.9117
H 2.1325 0.4301 -2.5718
H 3.3823 -2.9376 -7.2771
C -4.0033 5.0933 -1.2391
C -3.3477 4.7499 -2.5896
C -3.3578 5.8183 -3.6851
F -4.6079 6.1464 -4.0652
F -2.7160 5.3349 -4.7767
F -3.8562 3.5919 -3.0621
F -2.0282 4.5223 -2.3202
O -5.3192 4.6149 -0.9853
C -6.4474 5.3102 -1.3634
C -7.2983 4.5256 -2.3668
F -6.5999 4.2407 -3.4821
F -8.3702 5.2745 -2.7222
F -6.1588 6.5512 -1.8084
F -7.2063 5.4641 -0.2524
H -3.3981 4.5671 -0.5015
H -3.9037 6.1519 -0.9972
H -2.8358 6.7192 -3.3506
H -7.6439 3.5920 -1.9177
*
```

Results of the Mulliken charge analysis, in e, for atoms 1 through 8:
1. Al 0.18
2. C -0.70
3. O -0.07
4. C -0.42
5. C 0.05
6. C -0.60
7. C -0.32
8. C -0.58

---

Density functional theory data (ωB97M-V with the def2-TZVPD basis set) for C22H22BrCl4IrN4O4S as an isolated structure at a distorted geometry.

Energy above the lowest of the compared OMol25 structures with the same formula, charge and spin, eV: 0.9103
E_HOMO (spin up / spin down), eV: -9.95 / -10.54
Orbital gap (spin up / spin down), eV: 6.63 / 6.70
⟨S²⟩: 0.7702
E_tot, Ha: -6288.7035
Maximum force, Eh/bohr: 0.03697

The geometry in ORCA input format:
```
! RIJCOSX wB97M-V def2-TZVPD def2/J DEFGRID3
* xyz 1 2
Ir -0.2367 -0.8620 0.0886
N 0.3798 -2.8039 -1.0967
C 1.3531 -3.5705 -0.3188
C 2.2871 -2.5817 0.3541
N 1.4851 -1.5851 1.0837
C 1.0780 -1.9994 2.4650
C -0.2877 -2.6552 2.4191
N -1.1813 -1.7217 1.7257
H -0.4695 -3.3175 -1.3218
H 0.7919 -2.4580 -1.9566
H 1.9459 -4.2622 -0.9222
H 0.8212 -4.1728 0.4116
H 2.8643 -2.0470 -0.4027
H 2.9925 -3.0835 1.0193
H 2.0336 -0.7380 1.2052
H 1.0278 -1.0909 3.0659
H 1.8245 -2.6623 2.9051
H -0.6375 -2.8868 3.4262
H -0.2625 -3.5815 1.8524
H -1.4036 -0.8988 2.3154
H -2.0399 -2.1728 1.4184
Cl -6.2011 1.0415 -2.9983
C -5.0359 -0.0492 -2.3888
C -5.1830 -1.4500 -2.6612
Cl -6.5229 -1.9833 -3.5845
C -4.2699 -2.3430 -2.1858
Cl -4.4075 -4.0265 -2.4728
C -3.1407 -1.9129 -1.3970
O -2.3234 -2.7168 -0.9031
C -2.9847 -0.4743 -1.1623
O -1.9965 0.0091 -0.4988
C -3.9703 0.4165 -1.6592
Cl -3.7613 2.0895 -1.3334
Br 1.8749 3.1895 0.3893
C 0.5738 3.7170 1.6711
C 0.6120 5.0630 2.0052
C -0.2676 5.5746 2.9440
C -1.1845 4.7363 3.5579
C -1.2123 3.3966 3.2220
C -0.3433 2.8533 2.2717
C -0.5391 1.3854 2.0013
O -1.3082 0.7452 2.7124
O 0.1427 0.8896 1.0111
H 1.3362 5.7062 1.5261
H -0.2298 6.6268 3.1921
H -1.8762 5.1230 4.2935
H -1.9223 2.7285 3.6865
S 0.4201 0.1498 -1.9753
C 2.0614 0.5170 -2.2235
N 2.4101 0.8648 -3.4917
C 3.6524 1.2392 -3.8781
C 4.6668 1.2737 -2.9740
C 4.3691 0.9320 -1.6425
C 3.1021 0.5642 -1.2754
H 1.6678 0.8520 -4.1808
H 3.7650 1.4971 -4.9207
H 5.6581 1.5711 -3.2775
H 5.1476 0.9819 -0.8921
H 2.8541 0.3736 -0.2442
*
```

Results of the Mulliken charge analysis, in e, for atoms 1 through 8:
1. Ir 2.60
2. N -0.59
3. C -0.85
4. C -0.29
5. N -0.60
6. C -0.61
7. C -0.74
8. N -0.68